No. 1
{
  "formula": "C22H44N5O6SZr",
  "method": "wB97M-V/def2-TZVPD",
  "gap_ev": 7.523,
  "total_charge": 1,
  "homo_energy_ev": -10.7,
  "elements": ["Zr", "C", "O", "C", "C", "O", "C", "H", "H", "H", "H", "H", "H", "H", "H", "H", "H", "O", "S", "O", "O", "O", "C", "C", "C", "C", "C", "C", "C", "C", "N", "C", "C", "C", "C", "H", "H", "H", "H", "H", "H", "H", "H", "H", "H", "H", "H", "H", "H", "H", "H", "H", "H", "C", "C", "N", "C", "C", "N", "C", "C", "H", "H", "H", "H", "H", "H", "H", "H", "H", "H", "H", "H", "N", "N", "H", "H", "H", "H"],
  "xyz": [[0.0534, 0.8498, -0.7394], [0.0116, 3.4955, 1.3528], [-0.8262, 2.4010, 0.9240], [-2.1860, 2.7989, 0.7596], [-2.9076, 1.5507, 0.3827], [-2.3121, 1.0228, -0.8313], [-2.9549, 1.6368, -1.9878], [-0.4727, 3.9923, 2.1905], [0.1573, 4.1889, 0.5263], [0.9549, 3.0705, 1.6719], [-2.2581, 3.5746, -0.0041], [-2.5747, 3.1912, 1.7015], [-3.9665, 1.7299, 0.2103], [-2.8127, 0.7836, 1.1486], [-3.9211, 1.1542, -2.1116], [-2.3276, 1.4928, -2.8574], [-3.0711, 2.7028, -1.8106], [-0.4868, 2.2421, -3.9918], [0.5019, 2.3496, -2.9765], [1.6269, 3.1795, -3.2061], [0.9764, 0.9098, -2.4896], [-0.1796, 2.6773, -1.5948], [-1.9198, -0.2391, 4.4612], [-0.4876, -0.2646, 3.9858], [0.5118, -0.8246, 4.7771], [1.8092, -0.8931, 4.3016], [2.9168, -1.4923, 5.1339], [2.1088, -0.3969, 3.0279], [1.1542, 0.2215, 2.2242], [-0.1491, 0.2534, 2.7463], [1.4133, 0.6959, 0.8928], [2.8367, 1.0100, 0.4037], [2.7644, 2.3356, -0.3733], [3.3139, -0.1478, -0.4815], [3.9582, 1.2654, 1.4217], [-1.9786, -0.0502, 5.5337], [-2.4119, -1.1974, 4.2790], [-2.5029, 0.5331, 3.9548], [0.2715, -1.2137, 5.7616], [2.5236, -2.0135, 6.0058], [3.5944, -0.7135, 5.4889], [3.5112, -2.2008, 4.5536], [3.1111, -0.5515, 2.6790], [-0.9443, 0.7292, 2.1962], [1.8307, 2.5131, -0.8758], [3.5455, 2.3740, -1.1306], [2.8914, 3.1801, 0.3047], [2.6759, -0.3555, -1.3415], [3.3678, -1.0590, 0.1199], [4.3090, 0.0503, -0.8846], [3.6335, 1.8817, 2.2627], [4.7311, 1.8174, 0.8834], [4.4328, 0.3644, 1.7978], [-2.2147, -1.7395, -2.1430], [-2.5405, -2.9863, -3.0033], [-1.5639, -3.1485, -4.0783], [-1.4852, -1.8920, -4.8188], [-0.9336, -0.7588, -3.9163], [-0.8724, -1.2050, -2.4915], [0.1183, -2.3202, -2.4622], [-0.2506, -3.4140, -3.4949], [-2.2330, -1.9786, -1.0831], [-2.9366, -0.9462, -2.3247], [-3.5325, -2.8933, -3.4456], [-2.5368, -3.8906, -2.3932], [-2.4818, -1.6470, -5.1880], [-0.8388, -2.0304, -5.6849], [-1.5566, 0.1258, -3.9838], [0.0687, -0.4678, -4.2169], [0.1411, -2.7256, -1.4597], [1.0983, -1.8882, -2.6719], [-0.2698, -4.3906, -3.0117], [0.4811, -3.4595, -4.3015], [-1.1920, -2.6091, 0.9608], [-0.2077, -1.6945, 0.4841], [-1.2019, -2.5908, 1.9776], [-0.9378, -3.5407, 0.6571], [0.6478, -1.7198, 1.0310], [-0.6159, -0.7948, 0.6859]]
}

***

No. 2
{
  "formula": "C22H44NO4",
  "method": "wB97M-V/def2-TZVPD",
  "gap_ev": 10.108,
  "total_charge": 1,
  "homo_energy_ev": -12.4,
  "elements": ["C", "C", "C", "C", "C", "C", "C", "C", "N", "C", "O", "C", "C", "C", "C", "C", "C", "C", "C", "C", "C", "O", "C", "C", "O", "C", "O", "H", "H", "H", "H", "H", "H", "H", "H", "H", "H", "H", "H", "H", "H", "H", "H", "H", "H", "H", "H", "H", "H", "H", "H", "H", "H", "H", "H", "H", "H", "H", "H", "H", "H", "H", "H", "H", "H", "H", "H", "H", "H", "H", "H"],
  "xyz": [[3.9648, -4.6335, 1.1897], [4.5302, -3.1431, 0.7507], [4.6453, -2.1883, 2.1101], [5.4442, -0.7758, 1.7053], [4.6957, 0.5524, 2.3760], [3.6693, 1.1515, 1.2011], [2.6117, 2.2558, 1.7922], [1.5556, 2.8666, 0.6975], [0.6344, 1.8027, 0.0689], [-0.4474, 1.4810, 1.0755], [-0.8311, 0.0634, 1.1520], [0.2431, -0.7824, 1.6944], [0.7493, -1.7396, 0.4198], [-1.8616, 2.3298, 0.8065], [-2.4631, 2.1329, -0.7059], [-1.2589, 1.5562, -1.6674], [-1.6739, 1.6953, -3.2473], [-2.8338, 0.6374, -3.7453], [-2.5357, -0.9311, -3.3731], [-3.1909, -1.4016, -1.9125], [-4.8523, -1.3515, -1.9285], [-5.3466, -0.3027, -1.0225], [-5.4167, -0.7557, 0.3754], [-6.7580, -0.2854, 1.2449], [-4.4948, -1.4681, 1.0308], [0.1094, 2.3861, -1.2468], [1.1624, 2.0733, -2.2624], [4.5051, -5.4961, 0.6028], [2.7863, -4.6949, 1.0244], [4.1879, -4.7684, 2.3443], [5.6217, -3.2937, 0.3534], [3.8093, -2.6762, -0.0677], [3.5775, -1.8703, 2.4711], [5.2960, -2.7143, 2.9548], [6.5927, -0.8287, 1.9463], [5.3362, -0.6395, 0.5344], [5.4468, 1.3991, 2.6749], [4.0361, 0.2446, 3.3216], [3.0355, 0.2158, 0.8382], [4.2852, 1.6149, 0.3169], [3.2102, 3.1729, 2.2386], [2.0180, 1.7882, 2.7153], [0.8310, 3.5886, 1.2858], [2.1333, 3.3856, -0.1778], [1.2530, 1.0048, -0.1936], [-0.1148, 1.8047, 2.1742], [-0.0860, -1.4968, 2.5695], [1.1417, -0.1043, 2.0233], [-0.2148, -1.8896, -0.2672], [1.5372, -1.1911, -0.2633], [1.1148, -2.7970, 0.7702], [-1.7409, 3.4455, 1.1414], [-2.6514, 1.8336, 1.5494], [-3.4671, 1.5203, -0.7628], [-2.7254, 3.2171, -1.1305], [-1.0086, 0.4085, -1.4541], [-2.1500, 2.7818, -3.3703], [-0.7656, 1.5963, -3.9849], [-2.8555, 0.7109, -4.9361], [-3.9223, 0.9068, -3.3428], [-1.3573, -1.0211, -3.2131], [-2.8052, -1.6969, -4.2303], [-2.8311, -0.7161, -1.0236], [-2.8171, -2.4993, -1.6608], [-5.2229, -2.4341, -1.6717], [-5.1697, -1.0412, -3.0316], [-6.4050, 0.5181, 2.0486], [-7.4931, 0.2641, 0.5184], [-7.2864, -1.2068, 1.7633], [-0.0568, 3.5462, -1.1387], [1.3406, 2.8824, -2.8389]]
}